{"formula": "C17H56O17", "method": "wB97M-V/def2-TZVPD", "lumo_ev": 0.4, "spin_multiplicity": 1, "charge": 0, "gap_ev": 10.06, "relative_energy_kcal_mol": 21.7, "species": ["O", "C", "C", "O", "H", "H", "H", "H", "H", "H", "O", "C", "C", "O", "H", "H", "H", "H", "H", "H", "O", "C", "C", "O", "H", "H", "H", "H", "H", "H", "O", "C", "C", "O", "H", "H", "H", "H", "H", "H", "O", "C", "C", "O", "H", "H", "H", "H", "H", "H", "O", "C", "C", "O", "H", "H", "H", "H", "H", "H", "C", "O", "H", "H", "H", "H", "C", "O", "H", "H", "H", "H", "C", "O", "H", "H", "H", "H", "C", "O", "H", "H", "H", "H", "C", "O", "H", "H", "H", "H"], "positions_angstrom": [[2.0393, -0.9424, -4.1164], [0.6932, -1.4085, -4.3117], [0.3407, -2.3152, -3.1527], [0.3443, -1.4870, -1.9992], [1.8359, -0.1668, -3.5356], [0.0177, -0.5610, -4.3323], [0.4624, -1.9330, -5.2836], [1.0318, -3.0980, -2.9842], [-0.6291, -2.8240, -3.2622], [-0.4152, -0.8707, -2.0498], [-3.6312, -3.7312, 0.4668], [-4.4175, -3.6156, 1.6392], [-3.9483, -2.4854, 2.5850], [-3.9668, -1.3984, 1.7396], [-3.4867, -2.7907, 0.2930], [-5.4980, -3.3744, 1.3949], [-4.4925, -4.6099, 2.1039], [-2.9298, -2.6629, 2.9610], [-4.6749, -2.3905, 3.4127], [-3.5198, -0.5805, 2.0598], [2.9118, 1.6113, -0.5788], [2.2715, 1.7862, -1.8063], [1.9446, 3.2317, -2.0899], [1.1930, 3.8627, -1.0663], [3.0206, 0.6626, -0.5113], [2.8141, 1.3350, -2.6632], [1.3435, 1.2148, -1.8019], [1.3748, 3.2723, -3.0184], [2.8554, 3.7118, -2.2424], [1.7237, 4.6055, -0.7134], [1.9338, -1.6610, 0.1776], [3.0145, -2.5848, -0.1941], [4.2961, -1.9002, -0.6519], [4.0009, -0.9718, -1.6778], [1.3183, -1.6458, -0.6374], [3.1796, -3.2301, 0.6291], [2.5847, -3.0635, -1.0802], [5.0237, -2.6314, -0.9657], [4.7559, -1.3387, 0.1781], [3.3833, -1.5019, -2.2283], [0.8150, -5.6504, 1.5976], [-0.0161, -5.0227, 0.6109], [-0.5514, -3.7759, 1.2152], [0.3443, -3.1047, 2.1869], [0.9797, -4.8809, 2.1965], [0.6601, -4.8071, -0.2712], [-0.7280, -5.7059, 0.1619], [-1.5133, -4.0246, 1.7286], [-0.7272, -3.0473, 0.4394], [0.9665, -2.6111, 1.5942], [5.3112, 7.8076, -0.0751], [5.4625, 6.3560, 0.0091], [4.4873, 5.7521, 0.9865], [3.1350, 5.8581, 0.5739], [4.7481, 8.0135, -0.8069], [5.5024, 5.8813, -0.9831], [6.3894, 6.1925, 0.5025], [4.6502, 6.1159, 1.9961], [4.7048, 4.6493, 1.0132], [3.0180, 6.8397, 0.5961], [-1.1638, -1.2689, 5.1629], [-0.1003, -2.1770, 4.8384], [-2.0978, -1.7438, 5.4193], [-0.8343, -0.6924, 5.9887], [-1.3841, -0.6036, 4.3617], [-0.0521, -2.3548, 3.8724], [-4.6675, 0.3100, -0.8946], [-3.3463, 0.6144, -0.5945], [-5.1853, -0.1725, -0.0217], [-5.3114, 1.2019, -1.0456], [-4.7618, -0.4189, -1.6967], [-3.3720, 1.1753, 0.2238], [-2.8313, -0.5816, -4.0676], [-2.2307, -0.7466, -2.8042], [-2.1033, -0.4851, -4.8386], [-3.4829, -1.3734, -4.3450], [-3.3771, 0.3562, -4.0463], [-2.5383, -0.0595, -2.2036], [-3.8878, 3.4190, 1.4518], [-3.2649, 2.1770, 1.5598], [-4.9719, 3.4201, 1.7474], [-3.4239, 4.0733, 2.1735], [-3.7539, 3.8810, 0.4291], [-2.3130, 2.3090, 1.8105], [0.6193, 0.8957, 2.0354], [-0.3987, 1.9918, 2.0657], [1.6556, 1.2052, 2.3120], [0.2390, 0.2041, 2.7607], [0.7564, 0.4647, 1.0443], [-0.1537, 2.6258, 1.3430]], "atomic_forces_ev_per_a": [[-1.184, 0.937, 0.215], [-0.244, -1.362, -0.869], [-1.541, 0.948, -0.161], [-0.093, 0.179, 0.748], [0.994, -0.840, -0.584], [-0.223, 0.224, 0.214], [1.105, 0.410, 0.695], [1.127, -0.624, 0.000], [0.019, 0.391, -0.128], [0.082, -0.596, -0.137], [-0.275, 0.636, 0.649], [-1.577, -0.631, 0.591], [0.019, -1.578, 0.189], [0.330, 2.553, -0.774], [0.340, 0.050, -0.657], [0.994, -0.025, -0.052], [0.433, 0.351, 0.141], [-0.251, -0.123, 0.150], [0.353, -0.074, -0.128], [-0.413, -1.112, -0.070], [0.253, 0.454, -0.018], [-0.911, -0.573, -0.470], [-1.011, -0.818, 0.225], [0.340, 0.447, 0.278], [0.331, -0.534, 0.263], [0.376, 0.566, 0.290], [-0.602, -0.081, 0.164], [-0.037, -0.020, -0.172], [1.647, 1.212, -0.269], [-0.316, -0.649, -0.041], [0.081, -0.470, -1.042], [-1.173, 1.553, -1.121], [-0.311, 0.948, 1.345], [-0.644, -0.930, -0.463], [0.854, 0.303, 1.415], [0.184, -0.947, 0.617], [0.422, -0.872, 0.189], [0.249, -0.513, -0.235], [-0.198, -0.101, -0.214], [0.419, 1.009, -0.333], [-0.535, 0.544, 0.229], [3.043, -0.499, -0.875], [-1.591, 1.092, 1.028], [-0.058, -0.748, -1.701], [0.209, -0.991, -0.168], [-0.461, 0.228, 0.632], [-0.603, -0.048, 0.602], [0.952, 0.517, -0.198], [-0.504, 0.230, -0.288], [-0.271, -0.025, 0.562], [0.400, -1.206, 0.579], [-0.356, 1.132, 0.250], [0.144, -2.323, -0.810], [-0.068, 1.832, 0.165], [-0.457, 0.140, -0.693], [-0.338, 0.167, 0.325], [1.244, 0.005, 0.059], [-0.080, 0.392, 0.123], [-0.149, 0.864, 0.044], [-0.475, -1.084, -0.174], [0.817, -1.035, -0.566], [-0.504, 0.214, -0.376], [-0.296, -0.596, 0.196], [0.256, 0.588, 0.882], [-0.068, 0.723, -0.855], [-0.231, 0.067, 0.705], [-2.259, -0.368, 1.452], [0.494, 0.343, 0.075], [0.573, 0.087, -0.539], [0.511, -0.211, -0.590], [0.222, 0.269, -0.300], [0.458, -0.201, -0.520], [-0.127, 1.353, 0.519], [0.524, -0.486, 0.152], [0.831, 0.008, -0.618], [-0.669, -0.883, 0.091], [-0.374, 0.090, -0.308], [-0.206, 0.107, 0.410], [-0.703, 1.594, -0.369], [0.867, -0.821, 0.341], [0.937, -0.533, -0.554], [0.137, 0.587, 0.155], [-0.307, -0.530, 0.913], [-0.803, -0.486, -0.231], [-0.047, 1.329, -0.067], [1.537, 0.014, -1.291], [-0.964, 0.305, 0.143], [0.024, -0.580, 0.155], [-0.558, -0.079, -0.007], [-0.064, -0.787, 0.877]], "mulliken_charge": [-0.53, -0.69, -0.45, 0.04, 0.12, 0.33, 0.35, 0.44, 0.28, 0.05, -0.49, -0.71, 0.11, -0.27, 0.25, 0.30, 0.39, 0.01, 0.33, 0.14, -0.55, 0.55, -0.78, -0.47, 0.22, 0.34, -0.21, 0.25, 0.42, 0.27, -0.28, -0.78, -0.75, -0.52, 0.50, 0.43, 0.44, 0.35, 0.38, 0.29, -0.64, -0.43, 0.41, -0.52, 0.40, -0.01, 0.42, 0.19, -0.13, 0.25, -0.52, -0.39, -0.32, -0.46, 0.30, 0.26, 0.30, 0.29, 0.26, 0.29, -0.44, -0.51, 0.27, 0.33, 0.00, 0.40, -0.70, -0.40, 0.20, 0.29, 0.33, 0.29, -0.93, -0.49, 0.35, 0.28, 0.35, 0.37, -0.77, -0.42, 0.25, 0.37, 0.25, 0.35, 0.09, -0.67, 0.28, -0.12, 0.00, 0.32]}